{
  "formula": "C3H9NO2",
  "method": "wB97M-V/def2-TZVPD",
  "elements": ["C", "N", "C", "C", "O", "H", "H", "H", "H", "H", "H", "H", "O", "H", "H"],
  "xyz": [[-0.40904, -0.37015, -1.00768], [0.51027, -1.48425, -0.77945], [0.15069, -2.72165, -0.21069], [-0.84170, -2.52010, 0.94136], [0.67463, -3.78274, -0.38261], [-1.44764, -0.68995, -0.87013], [-0.13145, 0.53903, -0.46696], [-0.41971, 0.00335, -2.03474], [1.21764, -1.53454, -1.50055], [-0.34417, -2.80620, 1.86707], [-1.69192, -3.19445, 0.79880], [-1.09320, -1.47116, 1.03462], [1.19349, 6.37060, 0.60862], [1.26777, 6.36837, 1.57015], [1.36434, 7.29384, 0.43219]],
  "forces_ev_per_a": [[-0.4301, 0.1925, -0.3554], [0.1699, -0.7923, -0.9184], [-0.5835, 2.2197, 1.6375], [0.1469, -0.3158, -0.4285], [0.6750, -0.4719, -0.9576], [0.2668, 0.3446, 0.4387], [-0.2902, -0.3444, 0.5943], [0.4156, -0.5751, -0.2830], [0.0589, -0.3606, 0.1485], [0.1220, -0.1723, -0.1039], [-0.0429, 0.3694, 0.1100], [-0.5073, -0.0901, 0.1183], [0.0356, 0.0021, 0.4913], [-0.0780, -0.4011, 0.0047], [0.0413, 0.3954, -0.4966]],
  "lowdin_charge": [-0.11, 0.00, -0.54, -0.01, 0.07, 0.08, 0.08, 0.08, 0.13, 0.08, 0.09, 0.05, -0.06, 0.03, 0.02],
  "homo_energy_ev": -9.6,
  "total_charge": 0,
  "max_force_ev_per_a": 2.8,
  "e_tot_ha": -324.93356,
  "molar_mass_g_mol": 91.11,
  "smiles": "CNC(C)=O.O",
  "relative_energy_kcal_mol": 24.5,
  "e_lumo_ev": 0.9
}

---

{
  "formula": "C3H9NO2",
  "method": "wB97M-V/def2-TZVPD",
  "elements": ["C", "C", "O", "O", "H", "H", "H", "H", "C", "N", "H", "H", "H", "H", "H"],
  "xyz": [[-0.19715, 1.37696, -1.35853], [-0.39786, 1.48012, 0.15514], [-0.82960, 2.43284, 0.77239], [0.05951, 0.42341, 0.86667], [0.87861, 1.78104, -1.37341], [-0.88607, 2.02520, -1.87779], [-0.10138, 0.35983, -1.69966], [0.66786, -0.10870, 0.58321], [-0.19324, -2.29061, 0.10900], [1.27072, -2.50865, -0.26745], [-0.30328, -1.63003, 0.96768], [-0.73705, -3.20102, 0.54274], [-0.80324, -2.00017, -0.71829], [1.65593, -3.30012, 0.20247], [1.38510, -2.49715, -1.27192]],
  "forces_ev_per_a": [[2.0864, 0.9858, 1.7298], [0.0185, 0.5881, 0.6108], [0.1571, -1.2153, -1.3306], [-5.6810, 5.5184, 3.6500], [-1.4243, -0.2219, -0.6424], [0.0361, -0.0291, -0.2642], [-0.4544, -0.2833, -0.2068], [5.5455, -4.7084, -3.5501], [0.5292, -2.3960, 1.5972], [-2.2261, 1.4839, 0.3640], [0.1273, 0.1618, -0.5048], [1.0363, 0.5261, -0.9586], [-0.1107, 0.5578, -0.5645], [0.2367, -0.4430, -0.1893], [0.1235, -0.5246, 0.2596]],
  "lowdin_charge": [0.02, -0.53, 0.09, 0.10, 0.12, 0.08, 0.06, -0.02, -0.16, -0.04, 0.04, 0.09, 0.05, 0.04, 0.05],
  "homo_energy_ev": -9.7,
  "total_charge": 0,
  "max_force_ev_per_a": 8.7,
  "e_tot_ha": -324.89879,
  "molar_mass_g_mol": 91.11,
  "smiles": "CC(=O)O.CN",
  "relative_energy_kcal_mol": 46.3,
  "e_lumo_ev": 0.7
}

---

{
  "formula": "C3H9NO2",
  "method": "wB97M-V/def2-TZVPD",
  "elements": ["C", "C", "N", "O", "H", "H", "H", "H", "H", "C", "O", "H", "H", "H", "H"],
  "xyz": [[-0.18764, 2.38004, -1.81444], [-0.07901, 0.92028, -1.40382], [0.47806, 0.52647, -0.24069], [-0.45071, 0.08216, -2.20187], [-0.60624, 2.40631, -2.81198], [0.76835, 2.87771, -1.68334], [-0.96452, 2.85017, -1.19864], [0.51365, -0.46801, -0.03935], [0.61474, 1.10722, 0.57443], [-0.26992, -2.04992, 2.08891], [0.96785, -2.07091, 1.35083], [-1.13007, -2.04147, 1.42400], [-0.29814, -2.88666, 2.78569], [-0.21179, -1.12836, 2.66718], [0.85540, -2.50502, 0.50310]],
  "forces_ev_per_a": [[-0.5745, -0.3288, 1.1967], [-0.2054, -0.0375, -1.1476], [0.2856, 0.1164, 1.1377], [-0.2120, -0.6017, -0.2676], [0.4855, -0.0424, -0.2702], [-0.0613, 0.2837, -0.1874], [0.3679, 0.1649, 0.2060], [-0.0228, 0.3544, -0.1569], [0.0019, 0.2145, -0.4476], [0.9373, 0.1810, -0.1478], [-0.1911, 0.1631, 0.0060], [-0.1334, -0.0007, 0.0936], [-0.1902, -0.1116, -0.0852], [-0.3593, -0.0216, 0.0343], [-0.1282, -0.3337, 0.0361]],
  "lowdin_charge": [-0.01, -0.61, 0.16, 0.02, 0.08, 0.08, 0.08, 0.07, 0.11, -0.13, -0.15, 0.08, 0.07, 0.08, 0.07],
  "homo_energy_ev": -9.5,
  "total_charge": 0,
  "max_force_ev_per_a": 1.4,
  "e_tot_ha": -324.93643,
  "molar_mass_g_mol": 91.11,
  "smiles": "CC(N)=O.CO",
  "relative_energy_kcal_mol": 22.7,
  "e_lumo_ev": 0.7
}

---

{
  "formula": "C3H9NO2",
  "method": "wB97M-V/def2-TZVPD",
  "elements": ["N", "C", "O", "H", "H", "H", "C", "C", "O", "H", "H", "H", "H", "H", "H"],
  "xyz": [[-3.12877, 1.42168, -1.10334], [-2.11778, 1.72459, -0.25478], [-1.54174, 0.96949, 0.54039], [-3.45584, 0.50181, -0.99756], [-3.26982, 1.73041, -2.02096], [-1.68358, 2.67156, -0.38725], [1.63344, -1.80172, 0.91782], [1.28558, -0.48757, 0.12581], [2.46703, 0.27433, -0.13975], [2.68442, -2.11343, 0.50101], [0.89697, -2.58573, 0.76760], [1.62021, -1.38857, 2.00389], [0.83241, -0.68997, -0.82717], [0.56637, 0.05896, 0.72985], [3.21110, -0.28584, 0.14446]],
  "forces_ev_per_a": [[-0.1073, -0.7147, 1.5951], [2.0025, -1.7883, 0.4479], [-2.0021, 0.7384, -0.9615], [-0.4682, -1.3866, 0.2664], [0.2259, 1.3233, -1.0240], [0.2555, 1.8549, -0.3092], [1.3379, 2.2044, 0.0477], [0.2890, -1.0587, 0.4553], [0.2542, -0.3739, 0.6001], [-1.8806, 0.0970, 1.2465], [0.0710, -0.0463, 0.1286], [0.5591, -1.5209, -1.5963], [-0.3589, -0.2907, -0.5087], [0.1671, 0.4006, -0.1614], [-0.3452, 0.5616, -0.2265]],
  "lowdin_charge": [0.14, -0.37, -0.01, 0.08, 0.08, 0.11, -0.08, -0.33, -0.10, 0.10, 0.05, 0.10, 0.09, 0.07, 0.06],
  "homo_energy_ev": -9.8,
  "total_charge": 0,
  "max_force_ev_per_a": 2.7,
  "e_tot_ha": -324.90499,
  "molar_mass_g_mol": 91.11,
  "smiles": "NC=O.CCO",
  "relative_energy_kcal_mol": 42.4,
  "e_lumo_ev": 0.9
}

---

{
  "formula": "C3H9NO2",
  "method": "wB97M-V/def2-TZVPD",
  "elements": ["C", "O", "C", "C", "O", "N", "H", "H", "H", "H", "H", "H", "H", "H", "H"],
  "xyz": [[1.67081, 0.91054, 0.99462], [1.36130, -0.08432, 0.02231], [0.10011, -0.16475, -0.42952], [-0.06142, -1.21205, -1.52016], [-0.91182, -0.55917, 0.66540], [-1.79010, 0.57121, 0.89633], [2.58362, 0.73997, 1.50646], [0.74348, 0.76683, 1.64473], [1.67996, 1.95459, 0.45439], [-0.42243, 0.76111, -0.82110], [-1.13988, -1.29443, -1.89652], [0.73767, -1.18875, -2.34760], [0.10799, -2.20524, -1.07652], [-2.10929, 0.37476, 1.84061], [-2.54998, 0.62969, 0.06657]],
  "forces_ev_per_a": [[-3.8261, 1.5618, -1.0116], [1.6585, -0.6934, -0.5457], [-3.4253, 0.3455, -0.3188], [0.3352, -1.5986, -0.6867], [0.8164, 0.8800, -1.3236], [-0.4024, 0.0910, -2.2042], [0.7491, -0.5275, 0.1601], [1.6146, 1.1893, 0.0594], [-0.0426, -1.7674, 1.2583], [1.3095, -0.1975, 0.6333], [1.6603, 0.6254, 0.2879], [-1.4533, 0.5509, 1.0754], [0.0177, 0.2123, 0.1339], [-0.8051, 0.0541, -0.5384], [1.7935, -0.7260, 3.0206]],
  "lowdin_charge": [-0.05, -0.13, -0.46, -0.04, -0.21, -0.03, 0.07, 0.10, 0.12, 0.15, 0.10, 0.11, 0.07, 0.07, 0.14],
  "homo_energy_ev": -9.0,
  "total_charge": 0,
  "max_force_ev_per_a": 4.3,
  "e_tot_ha": -324.81557,
  "molar_mass_g_mol": 91.11,
  "smiles": "CO[C@@H](C)ON",
  "relative_energy_kcal_mol": 98.5,
  "e_lumo_ev": 1.1
}

---

{
  "formula": "C3H9NO2",
  "method": "wB97M-V/def2-TZVPD",
  "elements": ["C", "C", "O", "O", "H", "H", "H", "H", "C", "N", "H", "H", "H", "H", "H"],
  "xyz": [[2.81806, 1.14748, 1.29828], [1.58339, 0.55788, 0.56469], [1.41145, 0.07579, -0.54725], [0.48052, 0.69419, 1.40525], [3.06260, 2.12271, 0.95271], [3.55552, 0.52124, 1.00154], [2.64453, 1.01737, 2.49284], [-0.54046, 0.28342, 1.09903], [-2.70477, -0.97064, -1.34913], [-1.44590, -0.62906, -0.71081], [-3.28596, -1.61367, -0.63559], [-2.50248, -1.54582, -2.33825], [-3.27811, -0.06477, -1.63347], [-1.11091, -1.42324, -0.35208], [-0.68749, -0.17289, -1.24776]],
  "forces_ev_per_a": [[-3.4007, -0.8869, 2.5538], [-3.4232, 0.1450, 0.0335], [1.6694, 0.7570, 1.4677], [-2.3195, -1.2285, -0.5800], [-0.1448, 0.9334, 0.0257], [2.7475, -1.8576, -0.6726], [0.4375, 0.7168, -3.1270], [4.3615, 1.4007, -0.0258], [0.0611, -0.4983, -1.6759], [-0.9303, 3.8845, -0.8511], [0.3709, 0.6774, -0.8534], [-0.6739, 0.6367, 1.4960], [0.2053, -0.5678, 0.3762], [2.0500, -3.5948, 1.6659], [-1.0110, -0.5175, 0.1672]],
  "lowdin_charge": [0.02, -0.51, 0.04, -0.05, 0.07, 0.03, 0.15, 0.20, -0.19, -0.07, 0.08, 0.09, 0.07, 0.00, 0.07],
  "homo_energy_ev": -9.4,
  "total_charge": 0,
  "max_force_ev_per_a": 4.6,
  "e_tot_ha": -324.89844,
  "molar_mass_g_mol": 91.11,
  "smiles": "CC(=O)O.CN",
  "relative_energy_kcal_mol": 46.5,
  "e_lumo_ev": 0.8
}